This record from OMol25 describes a 2-piece molecular cluster, C20H23N3O4S2 overall. The level of theory is the ωB97M-V functional and the def2-TZVPD basis.

Results
SMILES string: C=C(S(=O)(=O)c1ccccc1)S(=O)(=O)c1ccccc1.C1CN=C2NCCN2C1
Net charge: 0
LUMO level: -0.05 eV
ΔE to the lowest compared entry with this formula, charge and spin: 3.313 eV

XYZ file:
```
52
C20H23N3O4S2 | OMol25 | the ωB97M-V functional and the def2-TZVPD basis
C 1.7040 -3.2239 0.2520
C 2.2725 -2.3169 -0.6455
C 2.2982 -0.9633 -0.3425
C 1.7851 -0.5227 0.8721
S 1.7768 1.2376 1.2637
C 0.0107 1.5678 1.4164
C -0.5023 1.9640 2.5913
S -0.9193 1.3723 -0.1245
C -2.2191 0.2177 0.3175
C -1.9968 -1.1466 0.1339
C -2.9106 -2.0589 0.6484
C -4.0954 -1.6047 1.2306
C -4.3750 -0.2356 1.2705
C -3.4367 0.6805 0.8017
O -1.5285 2.6424 -0.4538
O -0.1525 0.6120 -1.0771
O 2.3629 1.4004 2.5714
O 2.2830 1.9246 0.1028
C 1.2695 -1.4230 1.8003
C 1.1969 -2.7712 1.4723
H 1.6620 -4.2822 0.0047
H 2.6931 -2.6618 -1.5941
H 2.7023 -0.2385 -1.0452
H -1.5371 2.2827 2.6254
H 0.1156 1.9918 3.4981
H -1.1149 -1.4903 -0.3964
H -2.6859 -3.1246 0.5801
H -4.8129 -2.3184 1.6321
H -5.3227 0.1260 1.6684
H -3.6365 1.7474 0.7986
H 0.9220 -1.0474 2.7615
H 0.7488 -3.4730 2.1809
C 1.6672 2.0494 7.6638
C 1.1182 2.6976 6.3982
N 0.3870 1.8075 5.5064
C -0.2319 0.8399 6.1020
N -0.1366 0.4848 7.4265
C 0.6057 1.2562 8.3992
C -1.0206 -0.6050 7.7570
C -1.5522 -1.0712 6.3988
N -1.0968 -0.0422 5.4972
H 2.5055 1.3961 7.4055
H 2.0571 2.8250 8.3286
H 0.4597 3.5227 6.7128
H 1.9225 3.1211 5.7982
H 1.0382 0.5978 9.1559
H -0.0729 1.9508 8.9133
H -0.5182 -1.4162 8.2938
H -1.8469 -0.2489 8.3888
H -1.1372 -2.0457 6.1131
H -2.6467 -1.1252 6.4028
H -1.1981 -0.0426 4.4890
```

---

This record from OMol25 describes one molecule with the formula C5H12N2Si. The level of theory is the ωB97M-V functional and the def2-TZVPD basis.

Results
SMILES string: CN1C=CN(C)[SiH]1C
Net charge: 0
LUMO level: 0.97 eV
ΔE to the lowest compared entry with this formula, charge and spin: 0.563 eV

XYZ file:
```
20
C5H12N2Si | OMol25 | the ωB97M-V functional and the def2-TZVPD basis
C -0.9917 -1.5099 0.3717
C -1.4805 -0.4655 0.9805
C 0.8811 -2.3721 -0.9502
C -1.0648 1.9082 1.4563
C 1.0703 1.2974 -1.5510
N 0.2155 -1.2732 -0.3449
N -0.7112 0.7164 0.7629
Si 0.7760 0.3163 0.0496
H -1.3877 -2.5426 0.2975
H -2.1474 -0.3859 1.7793
H 0.6876 -3.2432 -0.1588
H 0.3131 -2.8323 -1.7937
H 1.9973 -2.3670 -1.0736
H -1.0209 2.8187 0.7346
H -2.1177 1.9078 1.7645
H -0.2691 2.1596 2.2757
H 0.2236 1.6351 -2.1831
H 1.2203 2.2843 -1.1868
H 1.8848 1.0830 -2.2249
H 1.9214 0.8650 0.9944
```

---

E_HOMO, record by record: -8.35 -7.16 eV